Entry 1:
An isolated molecule of C5H11NO in a non-equilibrium geometry. Source: OMol25; level of theory: the ωB97M-V functional and the def2-TZVPD basis.

XYZ file:
```
18
Properties=species:S:1:pos:R:3:forces:R:3
C -0.3068 -2.3386 0.6278 1.326 2.389 -1.123
N 0.5785 -1.1624 1.0097 0.226 -0.562 -0.765
C -0.9947 1.5080 -1.3569 -0.621 -1.280 -1.203
C 0.1993 0.4885 -0.9514 -1.963 1.855 1.236
C -0.0031 0.0592 0.5539 4.058 1.566 0.625
C 1.0990 1.0804 1.0505 -6.246 2.508 2.664
O 0.6117 2.1140 1.5118 1.682 -0.453 -0.593
H 0.2591 -3.0175 0.0010 -0.203 -0.716 0.396
H -0.7094 -2.6536 1.5624 -0.338 -1.094 0.285
H -1.1248 -1.9143 -0.0236 0.696 -0.583 0.684
H 1.6221 -1.0381 0.8849 -1.782 -1.803 -0.195
H -1.2354 1.3511 -2.4913 0.118 0.089 2.085
H -1.9820 1.3042 -0.6947 2.446 0.570 -1.672
H -0.6976 2.5821 -1.3314 -0.173 -0.896 0.567
H 0.3050 -0.4060 -1.4651 -0.601 -1.644 -1.728
H 1.2194 0.9326 -1.0739 -0.822 0.122 0.096
H -0.9890 0.1468 1.0627 0.675 0.799 -0.819
H 2.1487 0.9637 1.1237 1.521 -0.867 -0.540
```
Positions in Å, forces in eV/Å.

As for the molar mass: 101.15 Da. Its SMILES is CC[C@H](C=O)NC. For the HOMO energy, the calculation gives -8.4 eV. The HOMO-LUMO gap is 9.4 eV. The calculation puts the total energy at -326.991750 Ha. Its energy relative to the best compared isomer or geometry (same formula, charge and spin) is 87.6 kcal per mole.


Entry 2:
A cluster of 2 separate species, C5H11NO in total. Source: OMol25; level of theory: the ωB97M-V functional and the def2-TZVPD basis.

XYZ file:
```
18
Properties=species:S:1:pos:R:3:forces:R:3
C 0.1274 0.5903 -2.5202 -0.092 -0.048 -0.506
N 1.0403 0.9152 -1.4512 0.104 -0.315 0.219
C 0.7906 0.5953 -0.1285 0.735 -0.123 -0.509
C -0.3976 0.3394 0.4162 -0.627 -0.275 -0.071
C -0.6702 0.1545 1.8515 0.448 -0.101 0.083
C -1.6256 0.7940 2.5152 0.152 -0.416 -0.121
H -0.7783 0.1227 -2.1459 -0.038 0.117 0.066
H -0.1356 1.4767 -3.0998 -0.166 0.038 0.085
H 0.5562 -0.1276 -3.2265 0.148 0.022 0.144
H 2.0107 0.8295 -1.6948 0.008 0.009 -0.049
H 1.7351 0.5590 0.4121 -0.383 0.155 0.425
H -1.2550 0.2870 -0.2502 -0.062 0.322 0.191
H -0.0488 -0.5477 2.4078 0.197 0.214 0.000
H -1.7238 0.6353 3.5854 -0.318 0.141 -0.215
H -2.2886 1.4393 1.9553 -0.148 0.247 0.331
H 0.4280 -2.0561 0.5667 0.471 -0.016 -0.330
H 1.0255 -3.4540 0.5465 0.139 -0.025 -0.060
O 1.2097 -2.5528 0.2602 -0.567 0.054 0.317
```
Positions in Å, forces in eV/Å.

As for the molar mass: 101.15 Da. Its SMILES is C=C/C=C/NC.O. For the HOMO energy, the calculation gives -7.8 eV. The HOMO-LUMO gap is 8.7 eV. The calculation puts the total energy at -327.048737 Ha. Its energy relative to the best compared isomer or geometry (same formula, charge and spin) is 51.8 kcal per mole.


Entry 3:
A structure of composition C5H11NO in a non-equilibrium geometry. Source: OMol25; level of theory: the ωB97M-V functional and the def2-TZVPD basis.

XYZ file:
```
18
Properties=species:S:1:pos:R:3:forces:R:3
C 1.3057 0.1422 0.9209 -1.714 0.994 0.445
C 0.6637 -0.8960 1.8211 0.110 0.003 0.206
H -0.3250 -0.5757 2.1618 0.075 -0.032 0.009
H 0.5541 -1.8488 1.2980 -0.002 0.031 0.020
H 2.2379 -0.2053 0.4792 -0.387 0.143 -0.549
H 1.5052 1.0984 1.4115 0.168 -0.083 0.287
H 0.2321 0.6666 0.2760 2.997 -1.694 1.316
H 1.2754 -1.0827 2.7085 -0.060 -0.054 -0.031
C 0.5432 0.3344 -1.0986 -3.408 2.139 -2.355
N 0.2972 -1.0032 -1.4163 0.583 -0.147 0.793
C -0.9846 1.1895 -0.6534 0.884 -0.818 -1.367
C -2.1971 0.6547 -0.7329 0.255 0.004 0.255
O 1.2696 1.0627 -1.7481 0.250 -0.628 0.802
H 0.3062 -1.1593 -2.4163 -0.016 0.002 0.321
H -0.4074 -1.4832 -0.8748 -0.002 0.115 -0.324
H -0.8181 2.2624 -0.6198 0.083 -0.028 0.196
H -2.3589 -0.4119 -0.8612 0.080 0.035 -0.047
H -3.0990 1.2552 -0.6556 0.104 0.019 0.023
```
Positions in Å, forces in eV/Å.

As for the molar mass: 101.15 Da. For the HOMO energy, the calculation gives -8.6 eV. The HOMO-LUMO gap is 9.5 eV. The calculation puts the total energy at -326.948776 Ha. Its energy relative to the best compared isomer or geometry (same formula, charge and spin) is 114.6 kcal per mole.


Entry 4:
A cluster of 2 separate species, C5H11NO in total in a non-equilibrium geometry. Source: OMol25; level of theory: the ωB97M-V functional and the def2-TZVPD basis.

XYZ file:
```
18
Properties=species:S:1:pos:R:3:forces:R:3
C -0.0899 -1.8878 1.6877 0.317 2.336 -0.615
C -0.5381 -1.9000 0.3957 -1.012 -1.486 1.147
N -1.0780 -3.0989 -0.0796 -0.206 -0.251 0.093
C 0.9407 -0.7638 1.9920 -0.584 -0.537 -0.948
C 0.4670 0.6085 1.5901 -0.113 0.548 1.135
C 1.2127 1.6107 1.1330 -0.169 -0.180 0.151
H -0.7831 -2.2500 2.4428 0.922 -1.161 0.181
H -0.8789 -0.9741 -0.0584 1.349 0.027 -1.051
H -0.9528 -3.3767 -1.0415 -0.298 0.815 -0.288
H -0.6748 -3.8632 0.4401 -0.126 -0.039 0.300
H 1.7951 -0.9777 1.3453 0.133 -0.077 0.199
H 1.3336 -0.8411 2.9978 -0.259 0.230 0.424
H -0.5699 0.8267 1.8613 0.032 -0.110 -0.478
H 0.7347 2.5575 0.8951 0.251 -0.042 0.094
H 2.2979 1.5385 1.0612 -0.238 -0.072 -0.347
H -0.4380 4.2210 -5.0717 0.085 0.326 0.538
H -1.7866 4.5415 -5.7724 -0.456 0.502 0.321
O -0.9916 4.0291 -5.8184 0.371 -0.829 -0.858
```
Positions in Å, forces in eV/Å.

As for the molar mass: 101.15 Da. Its SMILES is C=CC/C=C/N.O. For the HOMO energy, the calculation gives -7.6 eV. The HOMO-LUMO gap is 8.6 eV. The calculation puts the total energy at -326.992433 Ha. Its energy relative to the best compared isomer or geometry (same formula, charge and spin) is 87.2 kcal per mole.